{"formula": "C3H5O2P", "method": "ωB97M-V with the def2-TZVPD basis set", "spin_multiplicity": 1, "orbital_gap_ev": 10.248, "lumo_energy_ev": 0.79, "max_force_ev_per_a": 5.4, "smiles": "O=C1C[C@H](P)O1", "elements": ["O", "C", "C", "C", "P", "O", "H", "H", "H", "H", "H"], "xyz": [[2.04501, 2.73871, 0.41190], [1.47327, 1.74047, 0.21844], [-0.36217, 1.37982, 0.16381], [0.26174, 0.04311, -0.36255], [-0.19302, -1.72268, 0.28638], [1.66558, 0.45277, 0.04419], [-0.40071, 1.40094, 1.22809], [-1.23871, 1.77413, -0.46502], [0.27376, 0.03140, -1.47463], [-0.76375, -1.20198, 1.45452], [0.95426, -2.19200, 0.86951]], "lowdin_charge": [0.169, -0.427, -0.024, -0.515, 0.834, -0.031, 0.055, 0.107, 0.095, -0.120, -0.143]}